Density functional theory data (ωB97M-V/def2-TZVPD) for a molecular structure, C16H28CoN5Se.

Calculated values
Energy relative to the best compared isomer or geometry (same formula, charge and spin) = 1.576 eV
⟨S²⟩ = 0.79
2S+1 = 2
Gap between HOMO and LUMO (spin up / spin down) = 6.74 / 6.71 eV
Energy = -4684.212517 hartree
HOMO energy (spin up / spin down) = -9.92 / -9.89 eV
Maximum force = 1.60 eV Å⁻¹
LUMO (spin up / spin down) = -3.181 / -3.181 eV
Net charge = +1

XYZ file:
```
51
Properties=species:S:1:pos:R:3:lowdin_charge:R:1
Co -0.771 1.070 -0.062 0.49
N 2.124 -2.004 0.614 0.26
C 0.756 -1.600 1.078 -0.32
C 0.771 -1.221 2.548 -0.09
C -0.567 -0.555 2.898 -0.32
N -0.723 0.740 2.203 0.07
C -1.720 -1.496 2.527 -0.09
C -1.682 -2.003 1.081 -0.33
N -1.991 -0.892 0.157 0.06
C -0.313 -2.628 0.766 -0.09
H 2.733 -1.177 0.621 0.14
H 2.103 -2.345 -0.346 0.17
H 2.531 -2.725 1.209 0.18
H 0.529 -0.709 0.514 0.08
H 1.603 -0.544 2.768 0.13
H 0.882 -2.113 3.173 0.14
H -0.587 -0.404 3.979 0.15
H -0.048 1.415 2.550 0.10
H -1.637 1.129 2.427 0.10
H -2.673 -0.989 2.705 0.13
H -1.693 -2.358 3.196 0.13
H -2.429 -2.794 0.982 0.15
H -2.857 -0.451 0.469 0.08
H -2.200 -1.258 -0.766 0.08
H -0.276 -2.926 -0.288 0.13
H -0.194 -3.529 1.375 0.13
C -1.271 2.395 -2.592 -0.08
N -0.735 1.055 -2.260 -0.29
C -1.567 0.040 -2.915 -0.08
C 0.672 0.954 -2.722 -0.15
C 1.667 1.057 -1.592 -0.25
C 3.024 0.852 -1.852 -0.06
C 3.965 1.031 -0.847 -0.10
C 3.539 1.426 0.421 -0.11
C 2.178 1.594 0.670 -0.14
C 1.200 1.405 -0.319 -0.15
H -1.229 2.570 -3.673 0.10
H -0.687 3.157 -2.080 0.10
H -2.303 2.474 -2.260 0.07
H -1.564 0.162 -4.003 0.11
H -2.597 0.131 -2.566 0.09
H -1.192 -0.959 -2.683 0.08
H 0.871 1.763 -3.431 0.13
H 0.817 0.022 -3.271 0.12
H 3.352 0.588 -2.854 0.12
H 5.019 0.887 -1.052 0.11
H 4.266 1.619 1.202 0.10
H 1.882 1.926 1.663 0.08
Se -5.212 1.952 0.168 0.55
C -3.469 2.102 0.203 -0.99
N -2.295 2.167 0.264 -0.05
```